(1)
Below is the ion C9H21BNO5S with charge +1 in a non-equilibrium geometry, with properties calculated with the ωB97M-V functional and the def2-TZVPD basis.

CARTESIAN COORDINATES (ANGSTROEM)
H -3.31192 2.81172 1.46778
O 1.22907 -3.16069 0.09038
O 1.93868 0.39220 0.48768
H -1.72140 -0.74413 -2.18831
H -0.59519 -1.08590 0.90150
H -0.37497 3.13754 -0.19160
H 1.16873 -2.44044 0.79396
C -1.09468 -0.38122 -1.23986
O -0.38085 -4.56769 1.60583
H -2.24936 -3.03112 -1.22531
H 2.64527 3.21304 0.18017
O 2.19893 2.74863 -0.58795
H -2.56859 2.77352 -0.81290
C -0.26887 1.98638 0.10630
C 2.92143 -0.07241 -0.50458
C 4.50287 0.15407 -0.01046
B 1.34391 1.67566 0.02289
O -0.21547 -5.14734 -0.85716
H 2.79506 0.40594 -1.57655
C -1.74951 -2.84494 -0.16233
H -2.57679 -3.17866 0.62927
H 2.83312 -1.24862 -0.67463
H -2.47077 -0.79944 0.53936
H 4.61437 -0.15197 1.11576
N -2.62550 1.75808 -0.49973
C -1.46154 -1.25428 0.11515
H 4.75193 1.29468 -0.09144
H -0.70644 2.65335 2.33715
C -1.05669 1.85516 1.54861
H -3.47453 1.35935 -0.96157
H 5.22345 -0.51991 -0.68047
C -1.26241 1.25331 -1.01789
H 0.04352 -0.56473 -1.53263
C -2.64263 1.94270 1.02559
H -3.10218 1.00511 1.59965
S -0.26923 -3.97189 0.14894
H -0.88120 0.83123 2.10508
H -1.14964 1.91372 -2.00566

HOMO   -12.9 eV
SMILES string   CCOB(O)[C@@H]1CC[NH2+][C@@H]1CCCS(=O)(=O)O
Frontier orbital gap   9.2 eV
LUMO   -3.64 eV
Net charge   +1



(2)
Below is a structure of composition C9H21I2O2P2Ti in a non-equilibrium geometry, with properties calculated with the ωB97M-V functional and the def2-TZVPD basis.

CARTESIAN COORDINATES (ANGSTROEM)
H -1.13128 2.12114 -3.08994
H 2.02101 -3.41933 2.18651
C 2.28148 -2.82374 -0.70513
H 2.97105 -3.55716 -0.27041
H 1.41737 -3.36326 -1.12282
H 2.79002 -2.28993 -1.51769
O 0.69799 -0.65530 -3.56911
H -3.53088 2.84852 -0.03912
H -1.24453 4.29595 -0.56837
I 2.66627 3.10929 0.78724
C -1.42314 -1.07743 0.52108
H -0.24748 3.47401 0.68954
C -0.58870 3.45015 -0.35425
H -2.02048 -2.18657 2.28514
H 0.84226 -2.19982 2.78048
Ti 0.16853 -0.04654 -0.51954
P -1.41888 1.87562 -0.67682
H -1.52197 -0.50863 2.34577
H 0.30613 3.53785 -0.98613
C 3.20524 -0.82544 1.16666
H -3.14518 -0.91884 1.82963
H 3.94782 -1.55323 1.49287
C -2.11276 -1.23436 1.78299
C 1.17488 -2.77133 1.90805
H 3.64504 -0.23402 0.35074
H -2.80813 1.91920 1.31878
H -2.68384 2.81594 -2.54028
C -1.98542 1.97986 -2.41482
C 0.65939 -0.30180 -2.47079
H -2.50277 1.04882 -2.69215
H 0.34525 -3.40816 1.57666
H 2.94572 -0.11906 1.96452
H -3.62359 1.06860 -0.00984
P 1.71075 -1.65976 0.58528
O -1.48238 -1.54412 -0.64459
C -2.98872 1.92901 0.23838
I 2.66392 1.22387 -1.61856

2S+1   2
HOMO (spin up / spin down)   -15.3 / -15.8 eV
Frontier orbital gap (spin up / spin down)   5.2 / 5.6 eV
Energy above the lowest of the compared OMol25 structures with the same formula, charge and spin   22.8 kcal per mole
LUMO (spin up / spin down)   -10.16 / -10.13 eV
Net charge   +2



(3)
Below is a structure of composition C9H21INO5P2Ru in a non-equilibrium geometry, with properties calculated with the ωB97M-V functional and the def2-TZVPD basis.

CARTESIAN COORDINATES (ANGSTROEM)
H -6.41492 1.82595 -3.85346
C 0.49350 -2.24052 1.28522
O 4.71136 -0.68432 2.53681
H -1.70914 2.19715 1.12957
H -1.15014 -1.11019 3.53284
H 0.21465 0.26480 -2.98434
P 1.60197 -1.04993 -1.50399
H -0.40302 -1.37203 -2.80671
H 1.15028 -3.42830 -1.39787
I -2.66331 1.75969 -2.06923
H -0.88218 0.28376 4.62167
Ru 0.89417 -0.54579 0.67343
O -5.11182 0.10874 -2.43504
H 0.48444 -0.74268 4.09090
H -2.15580 2.08342 2.85256
C -0.46664 -0.29348 3.78587
H 0.40463 2.61642 3.79016
H 1.82483 1.65830 3.24954
H -5.53739 3.14210 -2.99906
H 0.98815 -1.07384 -3.87358
O 0.38562 -3.31857 1.74268
C -1.78435 1.52145 1.98588
C 2.04064 -2.82054 -1.58782
P -0.17988 0.74362 2.31042
C 3.15510 -0.21468 -1.94943
H 3.54368 -0.54377 -2.92263
H 2.46782 -3.09422 -2.56097
N 3.69235 -1.28816 2.32826
H -4.84700 2.45544 -4.46877
C 0.51192 -0.78582 -2.92747
H 2.98765 0.86600 -1.97218
C -4.69532 1.19323 -2.75042
H 1.06463 2.80069 2.13771
C 0.86671 2.08925 2.94461
O 2.54671 -0.14484 1.25112
H 2.76516 -3.04194 -0.79697
H -2.52088 0.75609 1.72684
H 3.88726 -0.42051 -1.16308
O 3.26569 -2.37243 2.62111
C -5.42716 2.22049 -3.57415

2S+1   6
HOMO (spin up / spin down)   -13.4 / -15.3 eV
Frontier orbital gap (spin up / spin down)   5.6 / 3.3 eV
Energy above the lowest of the compared OMol25 structures with the same formula, charge and spin   0.0 kcal per mole
LUMO (spin up / spin down)   -7.82 / -12.04 eV
Net charge   +2



(4)
Below is a structure of composition C9H21KN3O3 in a non-equilibrium geometry, with properties calculated with the ωB97M-V functional and the def2-TZVPD basis.

CARTESIAN COORDINATES (ANGSTROEM)
C 0.56108 -3.35851 5.33327
H -0.28698 -4.02371 5.18180
H 1.51693 4.35847 0.81901
H -2.16981 -2.45010 -4.98958
C 1.19045 5.46930 -1.41687
H 1.31231 -0.33958 4.04718
H 0.51962 -2.90307 6.32079
C -0.65443 -1.02559 -2.64094
N 1.07276 4.05931 -1.11730
H -3.44616 -0.94295 -3.21586
C 1.57925 -1.27866 4.52655
H 0.27431 -1.23743 -3.18629
H 1.33369 6.13957 -0.57230
H -0.18953 3.64661 -2.74275
H 2.07573 5.62410 -2.04664
C -3.00173 -1.69306 -2.55211
H 2.58522 -1.60564 4.26023
O -0.74909 -0.16288 -1.77191
N -1.65038 -1.79401 -3.08702
H -0.41773 -2.73011 -4.53612
H -3.56196 -2.62238 -2.60105
O 0.10321 -1.66509 2.22768
H -2.97739 -1.33765 -1.52652
O 1.50098 2.34280 0.28564
H 0.33675 5.76724 -2.02576
K -0.41334 0.62582 0.69183
C 0.70278 3.24328 -2.26740
H 0.50488 2.20170 -2.02791
H -0.89529 -3.15996 3.22988
N 0.57030 -2.28955 4.33629
H 1.45824 -3.97787 5.28513
H 1.56738 3.28049 -2.93476
H -1.86514 -3.67115 -3.94460
C -0.12666 -2.37994 3.20289
H 1.65982 -0.96989 5.57311
C -1.44527 -2.68992 -4.19859
C 1.42517 3.54998 0.08101

HOMO   -12.2 eV
Frontier orbital gap   9.8 eV
Energy above the lowest of the compared OMol25 structures with the same formula, charge and spin   6.3 kcal per mole
LUMO   -2.41 eV
Net charge   +1



(5)
Below is the ion C9H21N2O with charge +1 in a non-equilibrium geometry, with properties calculated with the ωB97M-V functional and the def2-TZVPD basis.

CARTESIAN COORDINATES (ANGSTROEM)
H -2.51265 -2.40641 0.85109
N 2.56940 0.32950 0.06572
H -0.23642 0.32014 1.98765
H 0.70311 0.22967 -1.12155
H 3.09814 0.67783 -1.95161
C -2.40284 -0.28597 -1.74756
H -0.39372 2.32154 -1.26269
H -2.57357 1.63829 -0.12882
H -1.69671 -0.81115 -2.53436
H 2.21013 -0.30873 2.00500
C -1.65860 1.56112 0.41481
C -1.89337 -0.71981 -0.42037
H -2.41655 -2.79083 -0.79395
C 0.99989 0.50109 -0.08367
C -1.01973 -0.35673 1.72475
O 0.76106 1.86322 0.33045
H -1.95431 -0.09793 2.30960
H 2.90424 1.23730 0.37103
C -1.88733 -2.15267 -0.08347
C 3.23748 -0.14035 -1.18424
H -2.64831 0.75161 -1.66275
H -1.77711 1.97912 1.40948
H -3.36943 -0.75353 -1.97652
H -0.53351 3.41155 0.21258
H 3.81008 -0.79576 1.47581
H 2.21834 -1.59812 0.87663
H -0.67762 -1.39249 1.96526
H -0.87150 -2.71977 -0.00617
C 2.76534 -0.65170 1.19109
H 4.32875 -0.35686 -0.99330
N -1.37486 0.16513 0.43014
C -0.43509 2.34004 -0.20832
H 2.72731 -0.98832 -1.46176

HOMO (spin up / spin down)   -9.6 / -9.6 eV
Frontier orbital gap (spin up / spin down)   6.4 / 6.4 eV
Energy above the lowest of the compared OMol25 structures with the same formula, charge and spin   109.7 kcal per mole
LUMO (spin up / spin down)   -3.28 / -3.28 eV
Net charge   +1



(6)
Below is a structure of composition C9H21N4O6Pb in a non-equilibrium geometry, with properties calculated with the ωB97M-V functional and the def2-TZVPD basis.

CARTESIAN COORDINATES (ANGSTROEM)
H -0.72124 0.09033 -3.66245
C 1.59145 2.19352 -2.49032
O 2.59803 1.98393 -3.14152
N -1.82476 0.10984 -0.73606
H 1.10472 -0.01507 -3.90581
H 1.55575 -6.99298 -0.90424
H -0.70509 4.85163 2.88706
C 1.48378 3.25853 -1.41569
H 1.38824 4.17072 -2.00227
O 1.49108 2.94125 2.78579
C -0.39153 4.09203 3.61375
H 0.78955 3.08841 -0.59105
H 1.88717 -7.51242 0.77566
N 0.46075 -4.51009 0.22619
C 0.22493 0.61570 -3.79740
H 0.20010 -7.00780 0.23513
N 0.38958 1.61861 -2.77796
H -1.28682 3.78464 4.15498
C 1.50774 -5.38011 0.40546
H 0.04718 1.08203 -4.77350
C 0.60246 -3.05430 0.41843
O -2.03442 1.12355 -1.39815
C -1.91830 2.49319 1.76406
C 1.27924 -6.87476 0.14333
C 0.27344 3.00530 2.84145
H -0.19463 -2.62029 -0.18782
H -2.16542 3.38504 1.17869
H 1.45678 -2.46115 0.10231
H 0.17217 4.76449 4.25709
H -2.37698 1.64328 1.26497
H -2.47323 2.78599 2.65771
H 2.37731 3.27088 -0.78798
H -0.46257 1.79113 -2.26186
H -0.08832 1.52056 1.47203
O 2.62648 -4.94680 0.59896
O -2.78927 -0.67419 -0.46736
N -0.51616 2.21254 2.06725
H -0.48189 -4.82679 0.37695
Pb -4.82045 -1.97609 0.04070
H 0.42129 -2.81453 1.46769
O -0.67810 -0.20973 -0.43419

HOMO   -10.9 eV
Frontier orbital gap   2.0 eV
LUMO   -8.84 eV
Net charge   +1



(7)
Below is the molecule C9H21NO3Si in a non-equilibrium geometry, with properties calculated with the ωB97M-V functional and the def2-TZVPD basis.

CARTESIAN COORDINATES (ANGSTROEM)
H 3.81826 -0.82665 -0.31819
H 0.32624 -3.21734 1.00831
H 3.14071 -0.40785 1.22815
C 2.98785 -0.88615 0.23572
C 1.97431 1.24328 -0.36968
C -1.74519 2.68555 -0.08568
H -0.71824 2.65898 0.30080
H -3.68170 1.78589 0.43633
H -1.90429 2.78008 -1.14425
H 2.96059 1.35063 -0.94929
C -2.44137 0.49014 -0.56380
H -2.55838 0.68446 -1.54997
H -0.93078 0.28700 2.28939
H 1.25435 1.74750 -0.80384
C -2.67124 1.58460 0.43442
H 0.29750 -0.81178 2.83338
H 1.23614 -0.53761 -2.52872
H 0.24314 -3.17363 -0.76763
O -3.81525 -1.31460 -0.96402
Si 0.09598 -0.79321 0.29292
O -0.92128 0.02591 -0.67960
C 0.02103 -0.08542 2.04308
C 1.72776 -0.29791 -0.52504
H 2.95898 -0.33269 -2.37202
H -1.32400 -2.93880 0.17514
H -2.03526 3.60963 0.40015
H 0.75233 0.83661 2.10166
H 2.04119 1.63149 0.61310
N -3.06235 -0.70781 -0.20281
O -2.79046 -1.09704 0.94809
H 2.27222 -1.89778 -1.76331
H 2.96131 -1.96716 0.56952
C -0.19613 -2.64032 0.18818
C 2.12234 -0.78399 -1.92228
H -2.39629 1.31597 1.41177

HOMO   -9.8 eV
SMILES string   CC[C@@H](O[Si](C)(C)C(C)(C)C)[N+](=O)[O-]
Frontier orbital gap   9.3 eV
Energy above the lowest of the compared OMol25 structures with the same formula, charge and spin   120.4 kcal per mole
LUMO   -0.49 eV
Net charge   0



(8)
Below is a cluster of 2 separate species, C9H21NP in total in a non-equilibrium geometry, with properties calculated with the ωB97M-V functional and the def2-TZVPD basis.

CARTESIAN COORDINATES (ANGSTROEM)
H 2.29513 1.21152 -1.90191
C 1.78151 -1.04513 0.05072
H 3.92638 -1.56688 -0.00016
H -2.97309 -2.16471 -0.48507
H 1.74713 2.26877 -0.78697
H 3.72538 0.04577 1.45758
H 1.36092 0.22302 2.20281
C -3.32004 -0.29453 1.61996
H -4.67543 0.62838 -0.67881
H -1.39871 -1.44610 -1.20503
H -3.91435 2.33489 -0.14966
H 4.12648 0.34514 -0.23189
H 2.85662 -1.59988 -1.56464
H 0.12192 0.97250 1.07930
H 0.80129 0.82302 -1.29340
N 0.64584 -1.41439 -0.01710
H 1.41442 1.84066 1.48958
C -3.84982 1.31435 -0.73631
H 2.75357 -2.94304 -0.47581
C -2.50565 -1.37312 -1.02881
H 3.70608 1.63809 0.64121
C 2.07659 0.46004 0.22276
C 3.54844 0.64907 0.55028
P -2.58636 0.15334 -0.00403
C 2.92860 -1.89306 -0.47324
H -3.57269 1.59170 -1.72765
H -2.80078 0.13134 2.39483
C 1.68117 1.28709 -1.00770
H -2.94700 -1.28697 -2.01444
H -3.39795 -1.28784 1.61957
H -4.27206 0.18083 1.67622
C 1.11708 0.87483 1.39628

HOMO (spin up / spin down)   -11.3 / -11.3 eV
Frontier orbital gap (spin up / spin down)   4.3 / 4.3 eV
Energy above the lowest of the compared OMol25 structures with the same formula, charge and spin   107.0 kcal per mole
LUMO (spin up / spin down)   -6.96 / -6.96 eV
Net charge   +1



> What is the formula in the seventh record?

C9H21NO3Si



> Among the records above, which one has the lowest net charge?

C9H21NO3Si